This record from the Open Molecules 2025 dataset describes a cluster of 4 separate species, C8H12N4 in total. The level of theory is ωB97M-V/def2-TZVPD.

Positions of all 24 atoms, in Å:
C  1.22  0.54  -4.40
C  1.44  -0.79  -5.05
N  1.60  -1.84  -5.59
H  1.88  0.68  -3.54
H  0.21  0.60  -4.01
H  1.54  1.38  -5.03
C  -2.19  -0.93  -3.00
C  -2.99  -0.79  -1.73
N  -3.66  -0.67  -0.78
H  -2.78  -1.02  -3.92
H  -1.31  -1.56  -2.90
H  -1.83  0.08  -3.17
C  0.86  0.54  6.56
C  0.64  1.29  5.32
N  0.41  1.93  4.38
H  0.72  1.23  7.40
H  1.72  -0.13  6.57
H  0.05  -0.15  6.79
C  0.42  -0.11  1.49
C  0.43  -0.03  0.05
N  0.36  0.03  -1.11
H  -0.53  -0.35  1.97
H  0.64  0.89  1.86
H  1.15  -0.84  1.83

Output
Lowest unoccupied orbital energy, eV: 0.39
E, a.u.: -530.99270
Energy relative to the best compared isomer or geometry (same formula, charge and spin), kcal/mol: 57.8
Net charge: 0
Highest occupied orbital energy, eV: -11.35
Kohn-Sham gap, eV: 11.7

***

This record from the Open Molecules 2025 dataset describes a structure of composition C33H36BF3O4S. The level of theory is ωB97M-V/def2-TZVPD.

Positions of all 78 atoms, in Å:
C  3.57  -1.40  -5.85
C  3.09  -1.42  -4.45
C  3.74  -1.89  -3.32
C  3.02  -1.69  -2.11
C  1.76  -1.16  -2.33
B  0.90  -0.30  -1.21
C  0.19  -1.79  -1.17
C  0.61  -2.77  -0.25
C  -0.08  -3.96  -0.07
C  -1.29  -4.16  -0.73
C  -2.00  -5.49  -0.59
F  -3.10  -5.59  -1.39
F  -1.17  -6.53  -0.92
F  -2.42  -5.72  0.70
C  -1.80  -3.17  -1.56
C  -1.03  -2.03  -1.83
O  1.76  0.11  -0.19
C  1.84  1.54  -0.31
C  1.15  2.08  0.93
C  3.29  2.01  -0.34
C  1.04  1.87  -1.67
C  0.20  3.14  -1.65
C  1.97  1.94  -2.88
O  0.16  0.75  -1.81
S  1.46  -0.96  -4.03
H  4.64  -1.64  -5.86
H  3.04  -2.16  -6.44
H  3.41  -0.43  -6.32
H  4.72  -2.37  -3.38
H  3.39  -1.98  -1.13
H  1.53  -2.59  0.32
H  0.30  -4.74  0.59
H  -2.79  -3.29  -1.98
H  -1.42  -1.29  -2.53
H  1.15  3.18  0.99
H  0.11  1.72  0.97
H  1.67  1.69  1.81
H  3.32  3.10  -0.30
H  3.84  1.61  0.51
H  3.80  1.68  -1.25
H  0.81  4.00  -1.35
H  -0.19  3.33  -2.66
H  -0.65  3.05  -0.96
H  2.53  2.89  -2.86
H  2.68  1.11  -2.92
H  1.37  1.90  -3.80
C  0.93  -1.41  6.68
O  0.09  -2.24  5.85
C  -0.32  -1.73  4.66
C  -0.96  -2.62  3.75
C  -1.36  -2.14  2.53
C  -1.11  -0.80  2.14
C  -1.55  -0.34  0.86
C  -2.31  0.85  0.73
C  -2.75  1.22  -0.57
C  -3.37  2.42  -0.80
C  -3.46  3.37  0.26
O  -3.74  4.65  -0.09
C  -3.56  5.72  0.88
C  -3.16  2.97  1.59
C  -2.71  1.69  1.82
C  -0.48  0.08  3.07
C  -0.11  -0.37  4.31
H  1.13  -2.02  7.56
H  1.88  -1.16  6.17
H  0.43  -0.48  7.00
H  -1.10  -3.67  4.02
H  -1.94  -2.76  1.84
H  -1.74  -1.09  0.10
H  -2.61  0.52  -1.39
H  -3.72  2.71  -1.80
H  -3.89  6.62  0.34
H  -4.20  5.57  1.77
H  -2.50  5.81  1.16
H  -3.27  3.68  2.41
H  -2.69  1.29  2.84
H  -0.35  1.14  2.84
H  0.36  0.32  5.01

Output
Lowest unoccupied orbital energy, eV: -2.35
E, a.u.: -2302.61420
Energy relative to the best compared isomer or geometry (same formula, charge and spin), kcal/mol: 88.6
Net charge: 0
Highest occupied orbital energy, eV: -5.75
Kohn-Sham gap, eV: 3.4

***

This record from the Open Molecules 2025 dataset describes a cluster of 4 separate species, C4H15NO3 in total. The level of theory is ωB97M-V/def2-TZVPD.

Positions of all 23 atoms, in Å:
C  -3.49  -0.59  0.74
C  -2.40  0.21  -0.01
C  -1.07  -0.52  -0.02
C  -0.25  0.27  -2.10
N  -0.03  0.21  -0.76
H  -4.44  -0.07  0.86
H  -3.13  -0.91  1.73
H  -3.66  -1.51  0.17
H  -2.74  0.29  -1.04
H  -2.31  1.23  0.39
H  -0.63  -0.70  0.97
H  -1.21  -1.49  -0.53
H  -0.85  -0.47  -2.63
H  0.45  0.83  -2.71
H  1.69  2.66  -0.21
H  0.80  1.45  0.17
O  1.40  2.16  0.56
H  3.66  0.53  -0.67
H  2.75  0.44  0.56
O  3.58  0.11  0.19
H  1.08  -1.34  0.37
H  2.34  -1.75  1.05
O  1.39  -1.84  1.15

Output
<S²>: 0.754
Lowest unoccupied orbital energy (alpha / beta), eV: 3.88 / 3.86
E, a.u.: -441.84381
Energy relative to the best compared isomer or geometry (same formula, charge and spin), kcal/mol: 2.5
Net charge: -1
Highest occupied orbital energy (alpha / beta), eV: -0.60 / -4.29
Spin multiplicity: 2
Kohn-Sham gap (alpha / beta), eV: 4.5 / 8.2